{"formula": "C8H18O11Sr", "method": "ωB97M-V/def2-TZVPD", "symbols": ["Sr", "C", "C", "O", "O", "H", "H", "H", "C", "C", "O", "O", "H", "H", "H", "C", "C", "O", "O", "H", "H", "H", "C", "C", "O", "O", "H", "H", "H", "O", "H", "H", "O", "H", "H", "O", "H", "H"], "coordinates": [[0.040395, -0.233781, 0.942212], [1.914955, 4.286759, -1.401798], [2.630985, 3.010999, -1.634718], [2.944335, 2.610289, -2.789418], [2.730245, 2.210169, -0.672058], [0.953125, 4.121159, -0.916458], [1.828445, 4.764119, -2.377888], [2.561965, 4.964139, -0.844458], [-5.193605, 1.408739, -1.295628], [-3.756855, 1.019759, -0.748998], [-2.838105, 1.849389, -0.570308], [-3.605505, -0.188701, -0.482888], [-5.762845, 1.798869, -0.451898], [-5.580585, 0.639979, -1.964468], [-5.126145, 2.371819, -1.801618], [-1.203975, -1.828371, -4.755358], [0.158455, -1.374011, -4.132578], [0.963975, -0.894531, -4.926908], [0.288265, -1.421111, -2.858968], [-1.959535, -1.065501, -4.567608], [-1.404055, -2.800931, -4.305698], [-1.213555, -2.093141, -5.812668], [4.735385, -3.319161, 3.284172], [3.831645, -2.268981, 2.669532], [3.600545, -2.265651, 1.407222], [3.224835, -1.409991, 3.328962], [4.243795, -3.916391, 4.052132], [5.606595, -2.874601, 3.765272], [5.081895, -4.017121, 2.522012], [0.085925, 3.137659, 3.262392], [0.233035, 4.032819, 3.567812], [-0.853335, 2.995339, 3.379812], [-1.979755, -0.508611, 4.027312], [-1.939265, -0.885941, 4.906072], [-2.857295, -0.130861, 3.968532], [-0.734475, -3.522781, 1.428872], [-1.570675, -3.987341, 1.463132], [-0.079235, -4.214481, 1.336942]], "forces_ev_per_angstrom": [[0.582, -0.033, -1.518], [0.371, 1.470, -0.792], [0.046, -3.856, -1.738], [0.057, 2.065, 0.205], [-0.305, 0.031, 2.251], [0.132, 0.133, 0.010], [-0.552, 0.086, -0.028], [-0.160, -0.001, 0.556], [1.863, 1.469, 0.246], [0.342, -0.510, 0.095], [-0.455, 1.081, 0.058], [-0.428, -1.162, 0.400], [-0.595, -1.127, 0.311], [-0.339, 0.066, 0.600], [0.393, -0.129, -0.770], [0.395, -0.962, 0.514], [-0.156, 0.911, 0.785], [0.641, -0.088, -0.708], [-0.761, -0.529, -0.636], [-0.142, -0.276, 0.256], [-0.731, 0.149, 0.592], [0.555, 0.638, -0.285], [0.447, -0.347, -0.016], [-2.150, 1.184, -3.399], [1.095, -1.601, 0.752], [-0.053, 0.332, 2.736], [-0.324, 0.196, 0.087], [0.018, 0.194, -0.021], [0.015, 0.157, -0.097], [0.011, -0.397, 0.011], [0.176, 0.214, -0.072], [-0.288, 0.035, -0.002], [0.217, 0.106, -0.319], [0.210, -0.143, 0.179], [-0.282, 0.103, -0.187], [0.024, 0.495, 0.180], [-0.295, 0.075, -0.111], [0.427, -0.029, -0.122]], "nbo_charge": [1.920, -0.720, 0.720, -0.740, -0.844, 0.208, 0.205, 0.189, -0.748, 0.765, -0.802, -0.814, 0.203, 0.219, 0.204, -0.737, 0.765, -0.737, -0.853, 0.207, 0.186, 0.179, -0.719, 0.729, -0.797, -0.807, 0.196, 0.205, 0.212, -0.935, 0.474, 0.462, -0.955, 0.478, 0.479, -0.966, 0.478, 0.490], "e_above_lowest_kcal_mol": 171.7, "homo_energy_ev": -1.476, "homo_lumo_gap_ha": 0.1589, "multiplicity": 1, "total_charge": -2}

---

{"formula": "C8H18O2", "method": "ωB97M-V/def2-TZVPD", "symbols": ["O", "O", "C", "C", "H", "H", "H", "H", "C", "C", "C", "C", "C", "C", "H", "H", "H", "H", "H", "H", "H", "H", "H", "H", "H", "H", "H", "H"], "coordinates": [[2.216392, -0.493860, 0.756317], [1.889841, 1.685899, 1.233906], [2.181032, 0.660089, 0.391267], [2.439962, 1.159279, -0.998773], [1.735132, 1.261659, 2.121656], [2.674481, 0.315609, -1.669472], [3.292230, 1.859438, -1.002913], [1.552001, 1.683599, -1.390223], [-0.711268, -2.421050, 2.516866], [-1.086848, 1.607879, -2.461052], [-0.608468, -2.060080, 1.035096], [-1.189638, 1.246909, -0.979273], [-0.947958, -0.595440, 0.766147], [-0.850148, -0.217731, -0.710323], [-1.737248, -2.240970, 2.879546], [-0.015718, -1.800280, 3.106335], [-0.461188, -3.482650, 2.681466], [-1.336918, 2.669478, -2.625652], [-1.782408, 0.987109, -3.050502], [-0.060868, 1.427789, -2.823732], [0.420011, -2.260210, 0.677837], [-1.297958, -2.699990, 0.451517], [-2.218108, 1.447048, -0.622003], [-0.500128, 1.886818, -0.395703], [-1.976588, -0.394161, 1.122326], [-0.258618, 0.045619, 1.348646], [0.178482, -0.419010, -1.066503], [-1.539498, -0.858780, -1.292813]], "forces_ev_per_angstrom": [[0.067, 0.837, -0.168], [-0.102, -0.947, 0.918], [0.075, -0.309, 0.199], [0.194, -0.092, -0.667], [0.179, 0.570, -1.022], [-0.128, 0.345, 0.422], [-0.404, -0.205, 0.083], [0.419, -0.121, 0.275], [-0.014, -0.037, -0.005], [-0.067, 0.077, 0.002], [0.151, -0.176, -0.195], [-0.085, 0.105, 0.132], [-0.073, 0.053, 0.112], [0.030, -0.086, -0.089], [0.362, -0.085, -0.008], [-0.251, -0.253, -0.124], [-0.103, 0.420, 0.027], [0.113, -0.407, -0.034], [0.300, 0.248, 0.108], [-0.400, 0.058, -0.039], [-0.480, 0.052, 0.099], [0.294, 0.203, 0.170], [0.440, 0.018, -0.059], [-0.373, -0.164, -0.115], [0.362, 0.025, -0.052], [-0.398, -0.221, -0.140], [-0.437, -0.079, 0.037], [0.327, 0.171, 0.132]], "nbo_charge": [-0.599, -0.690, 0.798, -0.739, 0.497, 0.241, 0.246, 0.245, -0.601, -0.604, -0.397, -0.398, -0.387, -0.396, 0.197, 0.200, 0.209, 0.210, 0.206, 0.194, 0.215, 0.189, 0.199, 0.194, 0.192, 0.185, 0.195, 0.197], "e_above_lowest_kcal_mol": 0.0, "smiles": "CC(=O)O.CCCCCC", "homo_energy_ev": -10.697, "homo_lumo_gap_ha": 0.4216, "multiplicity": 1, "total_charge": 0}

---

{"formula": "C8H18OSi", "method": "ωB97M-V/def2-TZVPD", "symbols": ["C", "C", "C", "C", "C", "C", "C", "C", "O", "Si", "H", "H", "H", "H", "H", "H", "H", "H", "H", "H", "H", "H", "H", "H", "H", "H", "H", "H"], "coordinates": [[-0.455856, 2.126969, -2.291741], [-1.165498, 1.234202, -1.557858], [0.340512, 1.190519, 2.103928], [1.930499, 1.881441, 0.201841], [0.284636, -2.747611, 0.348995], [-1.413916, -2.425324, -1.411352], [1.051510, 0.710797, 0.886838], [-0.684922, -1.661492, -0.206935], [-3.049468, 1.762967, 1.383178], [-0.301757, 0.054216, -0.276833], [-0.900447, 2.812419, -3.004923], [0.550396, 2.288421, -1.984369], [-2.304681, 1.192429, -1.769373], [-0.679456, 0.710495, 2.322141], [0.937830, 0.898974, 2.927415], [0.120219, 2.292885, 2.130654], [2.179487, 1.581392, -0.851036], [2.871043, 2.075874, 0.850223], [1.211991, 2.743443, 0.129715], [-0.237949, -3.532277, 0.821081], [0.873378, -3.188432, -0.522910], [0.965916, -2.191822, 0.923568], [-1.951689, -3.256798, -0.987873], [-0.616832, -2.913493, -2.057124], [-2.045168, -1.707814, -1.867202], [1.776333, 0.007133, 1.147799], [-2.898743, 2.857794, 1.126472], [-3.546021, 1.263039, 0.653758]], "forces_ev_per_angstrom": [[-1.214, -0.695, 1.504], [-0.928, 0.212, -0.351], [-2.400, 0.662, 1.317], [-0.788, -0.608, 0.556], [0.002, 1.852, -2.334], [1.855, 0.624, 1.767], [-0.491, 2.389, -2.656], [0.878, -1.273, -2.637], [-0.013, 3.437, -1.885], [-0.273, -1.255, -0.670], [0.005, -0.197, -0.068], [0.792, 0.159, -0.453], [1.985, -0.265, 0.399], [1.387, 0.513, -0.556], [0.576, 0.254, 1.325], [0.449, -0.930, -0.100], [0.280, 0.317, 1.085], [-1.635, -0.016, -1.257], [1.202, -0.358, 0.177], [-0.430, -0.847, 0.939], [-0.744, 0.463, 0.999], [1.178, -0.124, 1.494], [-0.650, -0.253, 0.089], [-1.009, 1.008, 0.361], [-0.774, 0.153, -1.167], [0.700, -1.750, 0.248], [-1.025, -5.203, 0.598], [1.084, 1.733, 1.276]], "nbo_charge": [-0.367, -0.641, -0.631, -0.607, -0.620, -0.618, -0.660, -0.663, -0.965, 1.486, 0.202, 0.187, 0.223, 0.235, 0.213, 0.208, 0.205, 0.221, 0.205, 0.202, 0.189, 0.199, 0.195, 0.196, 0.201, 0.234, 0.488, 0.486], "e_above_lowest_kcal_mol": 104.8, "smiles": "C=C[Si](=C(C)C)C(C)C.O", "homo_energy_ev": -7.165, "homo_lumo_gap_ha": 0.2812, "multiplicity": 1, "total_charge": 0}

---

{"formula": "C8H19BeCl2F3LiMgN3NaO6PS2", "method": "ωB97M-V/def2-TZVPD", "symbols": ["N", "C", "C", "C", "C", "S", "O", "O", "N", "S", "O", "O", "P", "O", "Cl", "H", "H", "H", "H", "H", "H", "H", "H", "H", "H", "H", "Na", "O", "H", "Li", "F", "C", "C", "C", "C", "N", "H", "H", "H", "H", "H", "H", "H", "Be", "F", "Cl", "Mg", "F"], "coordinates": [[-0.610085, 5.530419, -1.556604], [-1.097082, 4.371114, -2.192895], [-0.865752, 3.036964, -1.381092], [-2.096681, 2.375205, -0.904810], [-1.729650, 1.209518, 0.040032], [-2.193672, 1.531446, 1.779444], [-1.603704, 2.677687, 2.309106], [-3.688569, 1.768847, 1.765064], [-1.962170, 0.110587, 2.675898], [-0.387717, -0.096626, 3.100134], [0.594471, 0.264955, 2.108804], [-0.137138, 0.619769, 4.264849], [-0.129593, -2.221295, 3.347200], [0.808657, -2.269671, 4.650206], [1.007625, -2.531693, 1.503060], [-1.123499, 5.709326, -0.705204], [0.365902, 5.399006, -1.334593], [-2.259068, 4.470928, -2.451961], [-0.527455, 4.273670, -3.107625], [-0.353487, 2.319033, -2.012882], [-0.126815, 3.265016, -0.510958], [-2.745820, 3.058620, -0.359732], [-2.661976, 1.949204, -1.805926], [-0.648289, 1.073834, -0.005979], [-2.151415, 0.261221, -0.398663], [1.195763, -3.158983, 4.651985], [-4.408168, 0.607838, 3.578231], [3.440502, -0.547643, 2.179583], [2.514692, -0.208506, 2.239004], [-5.703811, 1.875309, 0.829009], [0.646663, 2.833759, 0.549375], [3.016363, -2.962877, -2.300806], [3.577897, -4.199960, -1.607745], [3.045746, -5.507655, -2.199407], [1.605967, -5.651275, -1.995008], [0.476565, -5.762674, -1.835844], [1.933952, -2.898707, -2.179220], [3.450776, -2.056476, -1.878812], [3.241912, -2.978021, -3.367313], [3.349499, -4.155978, -0.537911], [4.665264, -4.193915, -1.698969], [3.552542, -6.352565, -1.730735], [3.273749, -5.558006, -3.264679], [3.049065, -2.112664, 2.157119], [-1.231012, -0.604176, 5.833622], [-2.368978, 1.680023, -3.785669], [-2.632443, -0.957722, 0.730310], [-3.369520, 4.713792, -3.180994]], "forces_ev_per_angstrom": [[-1.413, 0.070, 0.012], [4.163, 0.207, 1.284], [-2.530, -0.810, -2.189], [-0.115, -0.163, 1.614], [0.274, 0.027, -0.680], [-0.990, -0.642, 0.240], [1.632, 1.231, 0.477], [-0.470, -1.422, -0.454], [-0.850, 1.170, -2.750], [1.506, 2.608, 1.250], [-0.134, -0.719, -2.408], [0.447, 1.095, 1.579], [-3.365, -1.054, 2.122], [1.084, 0.268, -1.364], [2.545, -0.504, -0.183], [0.121, 0.159, 0.206], [0.303, 0.484, -0.287], [-2.831, -0.148, -1.232], [-0.015, -0.228, -0.301], [0.037, -0.099, -0.328], [1.081, 0.263, 1.817], [-0.185, 0.282, -0.117], [0.448, 0.370, -0.124], [0.194, 0.003, 0.676], [0.207, 1.577, -0.218], [-0.091, -0.113, 0.641], [0.762, -0.493, 0.508], [-1.119, -4.679, 0.263], [0.441, 0.551, -0.115], [1.091, -0.169, -0.163], [-0.612, 0.497, -1.232], [-0.037, 0.000, 0.165], [0.054, 0.354, -0.186], [0.283, 0.014, 0.267], [0.185, -0.091, -0.190], [-0.210, 0.040, 0.127], [-0.016, -0.022, -0.067], [0.003, 0.031, -0.036], [-0.021, 0.008, -0.009], [-0.031, -0.131, 0.019], [0.013, -0.113, 0.018], [-0.106, -0.084, -0.012], [-0.118, 0.035, -0.040], [-0.773, 4.715, -0.778], [-0.938, -1.427, -0.224], [-0.142, -0.354, -0.060], [-1.328, -2.430, 1.090], [1.564, -0.166, 1.373]], "nbo_charge": [-0.733, -0.116, -0.332, -0.452, -0.731, 2.225, -0.848, -1.196, -1.341, 1.999, -1.000, -0.823, 0.955, -0.900, -0.412, 0.361, 0.388, 0.390, 0.222, 0.237, 0.396, 0.204, 0.310, 0.327, 0.165, 0.495, 0.881, -1.301, 0.502, 0.852, -0.621, -0.619, -0.369, -0.513, 0.280, -0.319, 0.218, 0.220, 0.216, 0.173, 0.213, 0.249, 0.252, 1.591, -0.901, -0.617, 0.360, -0.538], "homo_energy_ev": -6.438, "homo_lumo_gap_ha": 0.1031, "multiplicity": 1, "total_charge": 0}